[1]
The following is a DFT calculation (ωB97M-V with the def2-TZVPD basis set) of a structure of composition C5H13N2S.

```
! RIJCOSX wB97M-V def2-TZVPD def2/J DEFGRID3
* xyz 1 1
C 0.3112 1.4508 0.3657
C -0.8299 1.3686 -0.6792
C -0.2864 -0.8430 -0.4566
C -2.4324 -0.2581 0.6033
C 3.4973 -0.6236 0.5508
N 1.0964 0.2791 0.2566
N -1.4656 0.0101 -0.4848
S 2.5472 0.1890 -0.7388
H 0.8185 2.4221 0.1774
H 0.0520 1.5794 1.3756
H -1.5109 2.2101 -0.7440
H -0.5075 1.2772 -1.7071
H 0.0590 -0.9291 -1.4338
H -0.3944 -1.6954 0.2250
H -1.9950 -0.2408 1.5188
H -3.2956 0.2572 0.4535
H -2.7132 -1.2919 0.3996
H 3.6130 -1.6681 0.1940
H 2.8931 -0.4511 1.4578
H 4.5278 -0.1834 0.5433
H -2.0540 -0.2390 -1.2990
*
```

As for the largest force on an atom: 0.078 Eh/bohr. The calculation puts the energy at -705.6408 a.u. Its gap between HOMO and LUMO is 8.9 eV. The calculation puts the relative energy (zero: lowest compared OMol25 entry of this formula, charge and spin) at 328.5 kJ/mol. The LUMO energy is -3.27 eV.

[2]
The following is a DFT calculation (ωB97M-V with the def2-TZVPD basis set) of the ion C11H13N2 with charge +1.

```
! RIJCOSX wB97M-V def2-TZVPD def2/J DEFGRID3
* xyz 1 1
C -0.8383 -1.9783 0.2075
C -2.1322 -1.4777 -0.0362
C -1.1537 0.6445 -0.2421
C 0.2976 -1.1706 0.1924
C 0.1652 0.1676 -0.1977
C -2.3043 -0.1056 -0.0877
C 2.6036 -0.8806 0.0305
C 1.6397 -1.8606 0.4938
C 1.2781 1.1731 -0.6361
C 2.5500 0.1843 -0.9283
C -3.6244 0.6786 0.0228
N 3.4596 0.0254 0.2046
N 1.7076 1.9625 0.5878
H -0.7905 -3.0471 0.4068
H -2.9658 -2.2143 -0.1307
H -1.2321 1.7531 -0.5027
H 2.0050 -1.9657 1.4883
H 1.7336 -2.7182 -0.1531
H 1.0169 1.8560 -1.5125
H 2.8374 0.0739 -1.9705
H -3.4621 1.6408 0.6329
H -4.1574 0.9668 -0.9817
H -4.2282 -0.0015 0.5599
H 2.3500 1.3709 1.0101
H 0.9371 2.1889 1.1793
H 2.3077 2.7337 0.3628
*
```

As for the largest force on an atom: 0.064 Eh/bohr. The calculation puts the energy at -536.1221 a.u. The structure (SMILES) is Cc1ccc2c(c1)[C@@H]([NH3+])[C@H]1N=C1C2. Its gap between HOMO and LUMO is 9.6 eV. The calculation puts the relative energy (zero: lowest compared OMol25 entry of this formula, charge and spin) at 371.8 kJ/mol. The LUMO energy is -3.13 eV.